Computed, not measured: a structure of composition C23H39O2SiW in a non-equilibrium geometry, with ωB97M-V with the def2-TZVPD basis set.

The calculation puts the relative energy (zero: lowest compared OMol25 entry of this formula, charge and spin) at 0.023 eV. The HOMO energy (spin up / spin down) is -9.953 / -11.884 eV. As for the calculated total energy: -38271.73848 eV. For the HOMO-LUMO gap (spin up / spin down), the calculation gives 6.6 / 7.8 eV. The net charge is +1. Its spin multiplicity is 3. The value obtained for the LUMO energy (spin up / spin down) is -3.4 / -4.1 eV.

Atoms and positions in Å:
1 O 0.679 -2.210 -3.038
2 C -0.343 -3.163 -3.496
3 C 0.081 -3.088 -4.952
4 H -1.348 -2.781 -3.313
5 H -0.214 -4.166 -3.071
6 C 1.251 -2.246 -4.390
7 H -0.623 -2.524 -5.575
8 H 0.368 -4.027 -5.430
9 C 1.437 -0.913 -5.068
10 H 0.543 -0.279 -5.011
11 H 1.689 -1.092 -6.127
12 H 2.297 -0.383 -4.637
13 C 2.575 -2.991 -4.415
14 H 2.455 -4.012 -4.048
15 H 3.296 -2.463 -3.781
16 H 2.968 -3.014 -5.440
17 W 0.723 0.323 1.518
18 C 2.065 -0.751 3.257
19 C 0.800 -0.922 3.899
20 C -0.078 -1.588 2.995
21 H 0.570 -0.601 4.911
22 C 0.653 -1.899 1.794
23 C 2.005 -1.403 1.966
24 H 2.849 -1.611 1.319
25 H 2.960 -0.336 3.713
26 H -1.121 -1.828 3.179
27 H 0.335 -2.552 0.989
28 C 1.744 2.563 2.368
29 C 2.592 1.618 1.695
30 C 2.124 1.483 0.335
31 H 3.531 1.199 2.064
32 C 1.014 2.407 0.178
33 C 0.786 3.041 1.425
34 H 0.023 3.781 1.616
35 H 1.866 2.910 3.394
36 H 2.659 0.982 -0.474
37 H 0.541 2.649 -0.776
38 O -0.553 0.324 -3.325
39 C 0.524 0.275 -2.351
40 C 0.001 -0.432 -1.098
41 H 0.752 1.344 -2.167
42 H 1.440 -0.171 -2.761
43 C -1.457 -0.825 -1.394
44 H -0.078 0.413 -0.341
45 H 0.629 -1.252 -0.705
46 C -1.764 0.117 -2.578
47 H -2.103 -0.611 -0.526
48 H -1.562 -1.902 -1.623
49 H -2.089 1.086 -2.141
50 H -2.547 -0.258 -3.244
51 C -2.172 3.762 3.211
52 Si -2.137 1.877 3.296
53 C -1.214 1.438 4.869
54 C -3.942 1.372 3.436
55 C -1.353 1.053 1.777
56 H -2.882 4.138 3.972
57 H -2.513 4.121 2.229
58 H -1.192 4.218 3.425
59 H -1.585 2.036 5.713
60 H -1.341 0.381 5.131
61 H -0.137 1.632 4.781
62 H -4.488 1.618 2.515
63 H -4.052 0.295 3.617
64 H -4.411 1.916 4.269
65 H -1.543 1.746 0.924
66 H -1.984 0.175 1.515


Computed, not measured: a structure of composition C31H37BrN7O2P2V in a non-equilibrium geometry, with ωB97M-V with the def2-TZVPD basis set.

The calculation puts the relative energy (zero: lowest compared OMol25 entry of this formula, charge and spin) at 1.802 eV. The HOMO energy (spin up / spin down) is -13.939 / -13.938 eV. As for the calculated total energy: -161569.82578 eV. For the HOMO-LUMO gap (spin up / spin down), the calculation gives 7.0 / 7.2 eV. The net charge is +2. Its spin multiplicity is 3. The value obtained for the LUMO energy (spin up / spin down) is -6.9 / -6.8 eV.

Atoms and positions in Å:
1 V 0.829 1.152 -0.169
2 N 5.216 1.721 -0.486
3 C 4.298 0.757 -0.594
4 N 3.101 1.307 -0.515
5 C 3.370 2.640 -0.364
6 N 4.649 2.919 -0.343
7 C 2.297 3.616 -0.372
8 C 2.545 4.985 -0.275
9 N 1.577 5.875 -0.400
10 C 0.357 5.422 -0.666
11 C 0.090 4.067 -0.755
12 N 1.048 3.145 -0.577
13 H 6.222 1.634 -0.495
14 H 4.526 -0.288 -0.735
15 H 3.550 5.344 -0.092
16 H -0.428 6.156 -0.794
17 H -0.902 3.709 -0.972
18 C -2.556 1.905 -1.677
19 P -1.629 1.180 -0.269
20 C -2.105 -0.587 -0.500
21 N -3.373 -0.900 -0.541
22 C -3.744 -2.187 -0.666
23 C -5.107 -2.546 -0.729
24 C -5.445 -3.864 -0.845
25 C -4.454 -4.875 -0.870
26 C -3.127 -4.561 -0.811
27 C -2.742 -3.206 -0.733
28 N -1.445 -2.855 -0.761
29 C -1.117 -1.590 -0.672
30 P 0.654 -1.171 -0.880
31 C 1.421 -2.678 -0.221
32 C 0.919 -1.242 -2.735
33 C 2.413 -1.021 -2.996
34 C 0.494 -2.581 -3.337
35 C 0.105 -0.091 -3.334
36 C -2.558 1.772 1.265
37 C -2.091 0.909 2.439
38 C -2.164 3.232 1.508
39 C -4.077 1.684 1.109
40 H -3.517 1.394 -1.721
41 H -2.023 1.755 -2.615
42 H -2.735 2.971 -1.542
43 H -5.856 -1.767 -0.679
44 H -6.486 -4.151 -0.911
45 H -4.761 -5.910 -0.937
46 H -2.357 -5.320 -0.828
47 H 0.903 -3.520 -0.675
48 H 1.280 -2.716 0.857
49 H 2.485 -2.714 -0.445
50 H 3.022 -1.750 -2.457
51 H 2.724 -0.014 -2.717
52 H 2.616 -1.155 -4.060
53 H 1.204 -3.368 -3.083
54 H 0.483 -2.486 -4.425
55 H -0.498 -2.892 -3.016
56 H 0.332 0.862 -2.827
57 H -0.965 -0.290 -3.257
58 H 0.348 0.035 -4.390
59 H -1.057 1.122 2.700
60 H -2.202 -0.158 2.229
61 H -2.698 1.139 3.316
62 H -1.083 3.347 1.624
63 H -2.625 3.568 2.439
64 H -2.525 3.891 0.716
65 H -4.407 0.688 0.840
66 H -4.457 2.394 0.374
67 H -4.526 1.937 2.072
68 Br 5.389 -2.624 1.691
69 C 4.027 -1.992 2.859
70 C 3.845 -2.548 4.113
71 C 2.836 -2.049 4.929
72 C 2.022 -1.012 4.501
73 C 2.202 -0.484 3.228
74 C 3.209 -0.975 2.407
75 C 1.371 0.656 2.744
76 O 0.932 1.513 3.459
77 O 1.161 0.709 1.412
78 H 4.479 -3.356 4.452
79 H 2.696 -2.473 5.913
80 H 1.246 -0.606 5.136
81 H 3.350 -0.541 1.433


Computed, not measured: a structure of composition C32H47Br51N3O3Si in a non-equilibrium geometry, with ωB97M-V with the def2-TZVPD basis set.

The HOMO energy is -10.936 eV. As for the calculated total energy: -3624580.39490 eV. For the HOMO-LUMO gap, the calculation gives 6.2 eV. The net charge is +1. The value obtained for the LUMO energy is -4.7 eV.

Atoms and positions in Å:
1 C 0.759 1.130 5.432
2 C 1.797 0.942 4.136
3 O 2.486 2.188 3.763
4 C 3.713 1.939 2.989
5 C 3.485 0.763 1.820
6 C 2.275 1.071 0.772
7 C 2.113 -0.201 -0.309
8 Si 0.768 -0.245 -1.684
9 C -0.695 0.900 -1.049
10 C 1.324 0.489 -3.384
11 C -0.025 -1.981 -1.990
12 C 3.225 -1.349 0.029
13 O 3.132 -2.559 -0.859
14 C 2.434 -3.611 -0.104
15 C 3.553 -4.617 0.575
16 N 3.936 -5.614 -0.533
17 C 3.345 -6.978 -0.171
18 C 1.737 -7.101 -0.466
19 C 1.341 -8.723 -0.391
20 O 0.894 -6.450 0.575
21 N 4.300 -1.426 1.036
22 N 4.420 -0.391 1.906
23 H -0.097 0.322 5.252
24 H 0.270 2.194 5.422
25 H 1.315 0.855 6.430
26 H 2.523 0.052 4.424
27 H 1.107 0.517 3.259
28 H 4.551 1.596 3.730
29 H 4.083 2.935 2.468
30 H 1.591 2.031 0.745
31 H -0.531 0.994 0.129
32 H -1.749 0.410 -1.185
33 H -0.606 1.997 -1.466
34 H 0.351 0.610 -4.058
35 H 1.798 1.572 -3.290
36 H 2.030 -0.262 -3.978
37 H 0.755 -2.829 -2.197
38 H -0.743 -1.856 -2.935
39 H -0.750 -2.276 -1.097
40 H 1.796 -4.270 -0.849
41 H 1.708 -3.128 0.684
42 H 3.020 -5.170 1.485
43 H 4.506 -4.073 0.985
44 H 4.977 -5.737 -0.502
45 H 3.873 -7.801 -0.857
46 H 3.663 -7.254 0.936
47 H 1.416 -6.625 -1.499
48 H 0.949 -8.934 0.714
49 H 0.513 -8.940 -1.198
50 H 2.331 -9.334 -0.535
51 H 0.028 -6.942 0.700
52 H 5.167 -0.437 2.657
53 C -0.611 5.571 -1.483
54 Br -1.071 4.866 -3.236
55 Br 0.229 4.224 -0.358
56 Br 0.470 7.183 -1.611
57 H -1.550 5.854 -0.995
58 C 1.182 -5.112 -5.061
59 Br 2.847 -4.276 -4.502
60 Br 0.847 -6.771 -4.102
61 Br -0.323 -3.886 -4.934
62 H 1.293 -5.372 -6.119
63 C 2.071 7.322 -5.098
64 Br 0.712 8.478 -5.874
65 Br 2.898 6.178 -6.437
66 Br 3.394 8.333 -4.093
67 H 1.562 6.664 -4.386
68 C -4.571 -0.609 0.909
69 Br -5.930 0.547 0.133
70 Br -3.744 -1.753 -0.429
71 Br -3.248 0.403 1.914
72 H -5.079 -1.267 1.622
73 C -2.752 9.129 1.038
74 Br -3.212 8.424 -0.716
75 Br -1.912 7.782 2.162
76 Br -1.671 10.741 0.910
77 H -3.691 9.412 1.525
78 C -6.524 10.927 -0.341
79 Br -6.194 10.470 1.522
80 Br -8.422 10.917 -0.764
81 Br -5.681 12.610 -0.833
82 H -6.056 10.145 -0.949
83 C 1.269 -8.620 3.807
84 Br 0.706 -8.416 5.658
85 Br 3.061 -7.921 3.514
86 Br 1.101 -10.460 3.198
87 H 0.587 -8.018 3.197
88 C -10.735 10.629 2.966
89 Br -11.195 9.924 1.212
90 Br -9.895 9.281 4.090
91 Br -9.654 12.241 2.837
92 H -11.674 10.911 3.453
93 C -2.969 -11.064 2.367
94 Br -2.640 -11.521 4.230
95 Br -4.868 -11.074 1.944
96 Br -2.127 -9.381 1.875
97 H -2.502 -11.846 1.759
98 C -0.019 -4.034 -9.059
99 Br 1.646 -3.198 -8.500
100 Br -0.354 -5.693 -8.100
101 Br -1.524 -2.808 -8.931
102 H 0.093 -4.294 -10.117
103 C -1.381 -6.787 -12.496
104 Br 0.284 -5.950 -11.938
105 Br -1.715 -8.445 -11.537
106 Br -2.885 -5.560 -12.369
107 H -1.269 -7.046 -13.554
108 C -5.878 7.174 4.507
109 Br -6.338 6.469 2.753
110 Br -5.038 5.827 5.631
111 Br -4.796 8.786 4.378
112 H -6.817 7.457 4.994
113 C -3.628 8.546 -7.036
114 Br -4.088 7.841 -8.790
115 Br -2.788 7.199 -5.912
116 Br -2.547 10.158 -7.165
117 H -4.567 8.829 -6.549
118 C -4.124 4.696 9.871
119 Br -3.728 3.353 8.520
120 Br -3.401 6.438 9.394
121 Br -6.026 4.785 10.267
122 H -3.620 4.381 10.791
123 C 6.310 5.673 1.684
124 Br 4.544 5.305 0.954
125 Br 6.645 4.664 3.313
126 Br 7.710 5.399 0.362
127 H 6.329 6.734 1.954
128 C 3.439 -14.118 1.819
129 Br 3.835 -15.460 0.468
130 Br 4.162 -12.376 1.342
131 Br 1.537 -14.028 2.215
132 H 3.943 -14.432 2.739
133 C 8.457 2.763 6.483
134 Br 6.659 2.579 5.763
135 Br 9.791 2.900 5.074
136 Br 8.584 4.237 7.746
137 H 8.673 1.845 7.041


Computed, not measured: a structure of composition C24H28N7O3PS5V, with ωB97M-V with the def2-TZVPD basis set.

The calculation puts the relative energy (zero: lowest compared OMol25 entry of this formula, charge and spin) at 1.294 eV. The HOMO energy (spin up / spin down) is -6.709 / -6.710 eV. As for the calculated total energy: -131074.30658 eV. For the HOMO-LUMO gap (spin up / spin down), the calculation gives 6.9 / 6.8 eV. The net charge is 0. Its spin multiplicity is 4. The value obtained for the LUMO energy (spin up / spin down) is 0.1 / 0.1 eV.

Atoms and positions in Å:
1 V -1.660 -0.075 0.247
2 N 1.978 1.590 1.479
3 C 2.626 0.694 0.664
4 C 1.655 -0.056 0.077
5 N 0.429 0.384 0.502
6 C 0.657 1.386 1.326
7 C -0.483 2.011 1.965
8 N -1.677 1.473 1.805
9 C -2.555 2.255 2.511
10 C -1.875 3.275 3.103
11 N -0.553 3.105 2.750
12 H 2.413 2.392 1.900
13 H 3.694 0.696 0.549
14 H 1.760 -0.861 -0.629
15 H -3.605 2.022 2.546
16 H -2.198 4.090 3.724
17 H 0.202 3.730 2.971
18 O -2.106 1.475 -1.211
19 C -1.381 1.279 -2.434
20 C -1.187 -0.188 -2.720
21 C -0.937 -0.645 -4.004
22 C -0.708 -1.995 -4.201
23 C -0.772 -2.855 -3.115
24 C -1.059 -2.328 -1.871
25 N -1.253 -1.020 -1.673
26 H -3.054 1.387 -1.377
27 H -0.430 1.800 -2.282
28 H -1.897 1.769 -3.261
29 H -0.894 0.057 -4.826
30 H -0.483 -2.371 -5.190
31 H -0.605 -3.917 -3.225
32 H -1.139 -2.952 -0.989
33 C -6.188 -4.464 2.446
34 C -5.740 -3.092 2.007
35 O -4.297 -3.071 2.029
36 P -3.527 -1.687 1.822
37 S -1.586 -2.077 1.820
38 S -4.166 -0.683 0.233
39 O -3.958 -0.804 3.093
40 C -3.516 -1.190 4.409
41 C -4.167 -0.260 5.404
42 H -7.277 -4.524 2.420
43 H -5.853 -4.674 3.461
44 H -5.783 -5.227 1.782
45 H -6.118 -2.313 2.674
46 H -6.071 -2.865 0.992
47 H -2.427 -1.119 4.441
48 H -3.795 -2.231 4.591
49 H -3.884 0.773 5.201
50 H -3.845 -0.513 6.414
51 H -5.253 -0.338 5.357
52 S 4.037 -0.782 -4.344
53 C 3.672 0.562 -3.432
54 S 2.056 1.151 -3.200
55 C 2.609 2.378 -2.067
56 N 3.900 2.363 -1.928
57 N 4.479 1.368 -2.714
58 C 5.894 1.237 -2.594
59 C 6.471 1.384 -1.340
60 C 7.845 1.273 -1.202
61 C 8.640 1.021 -2.311
62 C 8.054 0.891 -3.562
63 C 6.680 1.003 -3.712
64 S 1.476 3.369 -1.264
65 H 5.839 1.607 -0.492
66 H 8.297 1.388 -0.225
67 H 9.713 0.933 -2.202
68 H 8.669 0.707 -4.433
69 H 6.218 0.903 -4.682


> The lowest net charge belongs to which entry?

C24H28N7O3PS5V


> Number 1 is which compound?

C23H39O2SiW